One molecule with the formula C20H17BF3N5O3 at a distorted geometry. Source: the OMol25 dataset; level of theory: ωB97M-V/def2-TZVPD.

Last column: natural (NBO) charge in e.
Cartesian coordinates (Å):
C -4.74 5.58 -3.76  -0.342
C -3.64 5.86 -4.42  -0.273
C -2.38 5.13 -4.15  0.638
O -1.58 4.91 -5.00  -0.585
N -2.06 4.70 -2.87  -0.604
C -0.99 3.91 -2.45  0.163
C 0.01 3.45 -3.36  -0.238
C 0.85 2.42 -3.07  -0.189
C 0.80 1.95 -1.72  -0.259
C -0.07 2.38 -0.74  0.242
N 0.04 2.27 0.72  -0.621
C 0.48 1.11 1.46  0.463
N 0.67 -0.03 0.82  -0.533
C 0.98 -1.11 1.53  0.596
N 1.17 -2.34 0.90  -0.565
C 1.32 -3.61 1.43  0.129
C 1.96 -3.77 2.66  -0.220
C 2.32 -4.98 3.14  -0.195
C 2.02 -6.11 2.44  -0.181
C 1.44 -5.97 1.17  -0.415
B 0.99 -7.23 0.38  1.103
O 1.08 -8.45 0.99  -0.872
O 0.41 -7.00 -0.88  -0.889
C 1.20 -4.74 0.63  -0.147
N 0.89 -1.16 2.86  -0.526
C 0.68 -0.03 3.47  0.141
C 0.46 1.15 2.85  -0.324
C 0.55 2.45 3.65  0.988
F -0.41 3.34 3.35  -0.318
F 0.39 2.04 4.91  -0.325
F 1.80 2.92 3.56  -0.311
C -1.04 3.26 -1.20  -0.290
H -5.71 6.05 -3.89  0.210
H -4.76 4.79 -3.02  0.191
H -3.51 6.69 -5.13  0.237
H -2.75 4.95 -2.17  0.392
H 0.14 3.98 -4.29  0.252
H 1.46 2.01 -3.83  0.225
H 1.53 1.28 -1.38  0.217
H -0.42 2.94 1.28  0.407
H 1.03 -2.29 -0.08  0.404
H 2.27 -2.83 3.16  0.241
H 2.82 -5.02 4.11  0.210
H 2.03 -7.04 2.83  0.210
H 0.63 -9.12 0.47  0.482
H -0.23 -7.71 -1.02  0.475
H 0.75 -4.67 -0.34  0.211
H 0.87 0.01 4.50  0.204
H -1.80 3.65 -0.52  0.192

Properties
ΔE to the lowest compared entry with this formula, charge and spin   9.1 kcal/mol
HOMO level   -8.0 eV
Kohn-Sham gap   8.273 eV
SMILES   C=CC(=O)Nc1cccc(Nc2nc(Nc3cccc(B(O)O)c3)ncc2C(F)(F)F)c1

C20H17BrN3O6SSr as an isolated structure. Source: the OMol25 dataset; level of theory: ωB97M-V/def2-TZVPD.

Last column: natural (NBO) charge in e.
Cartesian coordinates (Å):
Sr -0.61 -0.33 0.08  1.792
Br -4.22 1.91 2.49  0.045
C -4.82 0.52 1.33  0.158
C -6.16 0.17 1.40  -0.293
C -6.58 -0.85 0.56  -0.169
C -5.67 -1.45 -0.29  -0.231
C -4.36 -0.99 -0.29  0.108
N -3.93 -0.02 0.52  -0.452
C -3.35 -1.64 -1.25  0.741
O -3.67 -2.73 -1.70  -0.678
O -2.29 -0.96 -1.46  -0.871
H -6.82 0.67 2.08  0.225
H -7.62 -1.18 0.58  0.210
H -5.93 -2.26 -0.96  0.247
C 4.26 4.34 -2.17  -0.626
C 3.89 2.91 -1.91  -0.021
C 4.86 1.92 -1.81  -0.208
C 4.51 0.60 -1.53  -0.210
C 3.17 0.25 -1.35  -0.228
C 2.20 1.23 -1.46  -0.196
C 2.56 2.54 -1.73  -0.200
S 2.89 -1.50 -1.11  2.309
O 4.06 -1.99 -0.41  -0.983
O 2.68 -2.06 -2.43  -0.964
N 1.58 -1.51 -0.22  -1.058
C 1.20 -2.66 0.42  0.390
C 1.87 -3.91 0.36  -0.293
C 1.40 -4.96 1.11  -0.147
C 0.27 -4.80 1.91  -0.324
C -0.35 -3.58 1.88  0.066
N 0.08 -2.54 1.17  -0.593
H 5.26 4.42 -2.59  0.210
H 4.24 4.92 -1.25  0.219
H 3.56 4.81 -2.86  0.216
H 5.90 2.17 -1.94  0.202
H 5.26 -0.16 -1.44  0.242
H 1.14 1.06 -1.32  0.191
H 1.78 3.29 -1.78  0.215
H 2.75 -4.02 -0.26  0.240
H 1.92 -5.91 1.07  0.207
H -0.12 -5.61 2.51  0.211
H -1.26 -3.40 2.46  0.191
C -0.80 3.98 2.22  -0.285
O -0.81 2.63 2.70  -0.561
C -0.78 1.65 1.76  0.275
O -0.72 2.03 0.58  -0.856
H -0.79 4.61 3.11  0.174
H -1.69 4.19 1.63  0.181
H 0.07 4.17 1.60  0.180

Properties
Charge   -1
ΔE to the lowest compared entry with this formula, charge and spin   9.9 kcal/mol
HOMO level   -5.0 eV
Kohn-Sham gap   7.551 eV

C20H17BrN7O2S5Zr as an isolated structure at a distorted geometry. Source: the OMol25 dataset; level of theory: ωB97M-V/def2-TZVPD.

Last column: natural (NBO) charge in e.
Cartesian coordinates (Å):
Zr 1.71 -0.06 1.33  1.840
O -3.64 -0.66 0.26  -0.675
C -3.41 -1.23 1.44  0.316
C -4.46 -2.08 1.93  -0.249
C -4.36 -2.75 3.15  -0.179
C -3.35 -2.43 3.98  -0.251
C -2.39 -1.50 3.64  -0.151
C -2.31 -1.00 2.31  -0.186
C -1.25 -0.08 1.74  0.228
O -0.02 -0.19 2.42  -0.847
N -1.05 -0.38 0.30  -0.510
N 0.17 0.27 -0.12  -0.507
C 0.24 0.70 -1.39  0.158
C 1.39 1.29 -1.92  -0.194
Br 3.13 0.92 -1.10  0.228
C 1.40 2.11 -3.05  -0.016
C 0.29 2.69 -3.78  -0.155
C -1.02 2.76 -3.28  -0.149
C -2.06 3.12 -4.13  -0.215
C -1.77 3.45 -5.48  -0.130
C -0.51 3.55 -5.94  -0.217
C 0.48 2.98 -5.17  -0.112
H -2.75 -0.34 -0.05  0.489
H -5.25 -2.24 1.19  0.226
H -5.04 -3.54 3.41  0.227
H -3.26 -2.78 5.00  0.225
H -1.56 -1.29 4.32  0.232
H -1.51 1.03 1.82  0.195
H -0.91 -1.41 0.12  0.383
H -0.60 0.48 -2.04  0.244
H 2.36 2.14 -3.58  0.238
H -1.07 2.55 -2.23  0.212
H -3.11 3.06 -3.83  0.244
H -2.65 3.43 -6.18  0.242
H -0.20 3.99 -6.86  0.243
H 1.45 2.82 -5.64  0.223
S 5.08 2.43 7.23  0.014
C 4.21 2.03 5.86  -0.548
S 3.85 0.31 5.62  0.472
C 3.53 0.44 3.91  -0.408
C 3.30 1.77 3.44  -0.418
S 2.71 2.44 1.90  -0.200
S 3.63 3.06 4.55  0.489
S 3.25 -1.17 3.15  -0.228
N 1.80 -4.05 -2.54  -0.586
N 1.91 -3.44 -1.33  0.175
N 1.62 -4.14 -0.16  -0.208
C 1.84 -3.20 0.76  0.186
N 2.01 -1.96 0.16  -0.466
N 1.97 -2.09 -1.17  -0.016
H 2.08 -5.04 -2.48  0.421
H 2.32 -3.52 -3.27  0.410
H 1.76 -3.26 1.80  0.262

Properties
Charge   +1
ΔE to the lowest compared entry with this formula, charge and spin   31.6 kcal/mol
HOMO level   -9.4 eV
Kohn-Sham gap   3.946 eV

One molecule with the formula C20H17Cl2F2N3O at a distorted geometry. Source: the OMol25 dataset; level of theory: ωB97M-V/def2-TZVPD.

Last column: natural (NBO) charge in e.
Cartesian coordinates (Å):
O -0.06 -3.12 2.00  -0.500
C -0.19 -2.79 0.83  0.513
C -1.42 -3.30 0.27  -0.100
C -2.66 -2.61 0.13  -0.172
C -3.76 -3.11 -0.40  -0.219
C -3.78 -4.44 -0.89  -0.188
C -2.59 -5.29 -0.81  -0.057
Cl -2.52 -6.94 -1.52  0.011
C -1.46 -4.69 -0.24  0.007
Cl 0.07 -5.64 -0.37  -0.016
C 0.61 -1.69 0.19  0.185
N 0.29 -0.86 -0.84  -0.402
C 1.29 0.12 -0.90  0.118
C 1.08 1.50 -1.57  -0.219
N 0.29 2.35 -0.60  -0.471
C 0.76 3.74 -0.75  -0.205
C -0.51 4.58 -0.74  -0.481
C -1.39 4.39 0.49  0.686
F -2.69 4.53 0.30  -0.340
F -1.03 5.23 1.49  -0.346
C -1.39 2.94 1.04  -0.458
C -1.01 2.05 -0.10  -0.215
C 2.33 -0.30 -0.09  0.098
C 3.63 0.40 0.10  -0.183
C 4.51 -0.16 0.98  -0.217
C 4.10 -1.35 1.73  -0.257
C 2.86 -1.95 1.52  0.017
N 1.88 -1.39 0.58  -0.301
H -2.79 -1.59 0.43  0.224
H -4.65 -2.55 -0.59  0.229
H -4.63 -4.95 -1.38  0.232
H 0.55 1.49 -2.47  0.199
H 2.12 1.92 -1.79  0.205
H 1.40 3.93 -1.58  0.204
H 1.31 4.13 0.10  0.180
H -0.36 5.70 -0.86  0.235
H -1.09 4.27 -1.65  0.224
H -0.59 2.87 1.81  0.215
H -2.31 2.56 1.55  0.237
H -1.09 0.98 0.16  0.231
H -1.75 2.24 -0.94  0.151
H 3.90 1.17 -0.64  0.233
H 5.54 0.20 1.21  0.229
H 4.63 -1.76 2.67  0.243
H 2.59 -2.78 2.17  0.243

Properties
HOMO level   -8.1 eV
Kohn-Sham gap   7.896 eV
SMILES   O=C(c1cccc(Cl)c1Cl)c1nc(CN2CCC(F)(F)CC2)c2ccccn12

One molecule with the formula C20H17ClF3N3O3S. Source: the OMol25 dataset; level of theory: ωB97M-V/def2-TZVPD.

Last column: natural (NBO) charge in e.
Cartesian coordinates (Å):
C -1.17 -3.21 1.18  -0.412
N -0.64 -2.24 0.26  -0.413
C 0.17 -2.79 -0.82  -0.308
C 1.67 -2.73 -0.49  0.672
O 2.32 -3.71 -0.22  -0.603
N 2.13 -1.45 -0.53  -0.645
C 3.40 -0.98 -0.26  0.225
C 4.49 -1.81 0.01  -0.231
C 5.73 -1.28 0.26  -0.211
C 5.93 0.10 0.24  -0.031
Cl 7.50 0.74 0.56  0.030
C 4.85 0.94 -0.03  -0.163
C 5.04 2.44 -0.05  0.979
F 5.46 2.92 1.13  -0.320
F 5.93 2.84 -0.97  -0.319
F 3.90 3.09 -0.33  -0.325
C 3.60 0.40 -0.28  -0.219
C -0.89 -0.93 0.25  0.698
O -0.32 -0.17 -0.54  -0.674
C -1.94 -0.37 1.20  -0.499
C -3.34 -0.79 0.74  -0.429
S -4.63 0.28 1.45  0.297
C -4.24 1.75 0.53  -0.249
C -4.49 2.99 1.09  -0.189
C -4.21 4.14 0.38  -0.221
C -3.67 4.05 -0.90  -0.193
C -3.42 2.81 -1.46  -0.249
C -3.71 1.65 -0.76  0.213
N -3.51 0.41 -1.37  -0.615
C -3.38 -0.80 -0.78  0.673
O -3.25 -1.82 -1.41  -0.600
H -0.39 -3.94 1.42  0.224
H -1.49 -2.74 2.11  0.209
H -2.02 -3.74 0.74  0.209
H -0.11 -3.84 -0.97  0.231
H -0.03 -2.22 -1.73  0.242
H 1.42 -0.74 -0.72  0.442
H 4.34 -2.88 0.02  0.260
H 6.57 -1.92 0.47  0.231
H 2.76 1.06 -0.49  0.236
H -1.85 0.72 1.14  0.252
H -1.76 -0.67 2.23  0.237
H -3.58 -1.80 1.09  0.257
H -4.92 3.04 2.08  0.223
H -4.41 5.11 0.81  0.220
H -3.44 4.94 -1.45  0.221
H -3.00 2.73 -2.45  0.216
H -3.38 0.42 -2.37  0.418

Properties
HOMO level   -8.6 eV
Kohn-Sham gap   8.954 eV
SMILES   CN(CC(=O)Nc1ccc(Cl)c(C(F)(F)F)c1)C(=O)C[C@H]1Sc2ccccc2NC1=O

One molecule with the formula C20H17ClF3N5O3 at a distorted geometry. Source: the OMol25 dataset; level of theory: ωB97M-V/def2-TZVPD.

Last column: natural (NBO) charge in e.
Cartesian coordinates (Å):
O 3.42 0.24 1.10  -0.638
C 2.53 -0.32 0.53  0.800
N 1.87 0.17 -0.64  -0.670
C 2.25 1.42 -1.29  -0.255
C 0.86 2.11 -1.57  0.299
O -0.04 1.57 -2.43  -0.375
C -1.01 2.53 -2.52  0.313
C -2.23 2.56 -3.30  0.942
F -2.66 1.32 -3.65  -0.320
F -3.19 3.31 -2.69  -0.292
F -2.24 3.03 -4.59  -0.324
N -0.75 3.61 -1.80  -0.349
C 0.46 3.33 -1.21  0.035
C 1.13 4.22 -0.26  -0.057
C 2.33 4.85 -0.65  -0.201
C 2.92 5.81 0.16  -0.191
C 2.22 6.21 1.34  -0.246
C 1.09 5.63 1.76  0.005
Cl 0.34 5.95 3.35  -0.009
C 0.51 4.57 0.97  -0.182
N 2.21 -1.54 1.09  -0.638
C 1.13 -2.31 0.72  0.049
C 1.40 -3.53 0.23  -0.168
C 0.44 -4.42 0.10  -0.253
C -0.89 -4.17 0.51  0.391
N -1.85 -5.20 0.41  -0.458
C -3.23 -4.67 0.09  -0.259
C -3.66 -4.86 1.56  0.076
O -3.78 -3.66 2.23  -0.714
C -2.35 -5.62 1.74  -0.250
N -1.26 -2.89 0.80  -0.479
C -0.19 -2.06 1.00  0.035
H 1.33 -0.47 -1.30  0.412
H 3.01 1.95 -0.78  0.267
H 2.80 1.15 -2.22  0.210
H 2.69 4.62 -1.70  0.223
H 3.80 6.37 -0.19  0.230
H 2.60 7.04 1.98  0.233
H -0.32 4.07 1.32  0.224
H 2.85 -1.99 1.73  0.423
H 2.45 -3.83 0.07  0.219
H 0.79 -5.40 -0.12  0.225
H -3.67 -5.32 -0.77  0.206
H -3.46 -3.67 -0.28  0.218
H -4.60 -5.47 1.56  0.177
H -3.15 -3.05 1.80  0.493
H -1.75 -5.38 2.65  0.211
H -2.58 -6.70 1.74  0.202
H -0.57 -1.14 1.45  0.209

Properties
ΔE to the lowest compared entry with this formula, charge and spin   4.1 kcal/mol
HOMO level   -9.1 eV
Kohn-Sham gap   9.176 eV
SMILES   O=C(NCc1oc(C(F)(F)F)nc1-c1cccc(Cl)c1)Nc1ccc(N2CC(O)C2)nc1

C20H17ClN3O7S5V as an isolated structure at a distorted geometry. Source: the OMol25 dataset; level of theory: ωB97M-V/def2-TZVPD.

Last column: Mulliken spin population.
Cartesian coordinates (Å):
V 0.08 -0.11 -0.22  1.944
O -0.07 -0.11 1.54  -0.105
C 0.79 -0.13 2.45  0.047
C 2.18 -0.26 2.19  0.057
C 3.12 -0.13 3.22  0.015
C 4.46 -0.16 2.94  0.006
C 4.91 -0.40 1.63  0.021
C 4.02 -0.56 0.60  -0.007
C 2.63 -0.49 0.84  0.019
O 1.79 -0.65 -0.12  -0.009
N 5.42 0.09 3.99  0.000
O 6.60 0.10 3.70  0.001
O 4.99 0.28 5.12  0.001
H 0.45 0.00 3.48  -0.004
H 2.79 0.02 4.24  0.001
H 5.98 -0.44 1.46  0.001
H 4.35 -0.74 -0.41  0.001
Cl 0.21 4.31 -5.93  0.000
C 0.19 3.05 -4.74  -0.004
C -0.09 1.73 -5.14  0.006
C -0.10 0.72 -4.21  0.006
C 0.14 0.97 -2.85  -0.012
O 0.10 0.01 -1.99  -0.021
C 0.42 2.32 -2.46  0.008
C 0.66 2.66 -1.09  0.013
O 0.68 1.90 -0.11  -0.011
C 0.44 3.34 -3.43  0.004
H -0.29 1.52 -6.18  0.000
H -0.31 -0.30 -4.50  0.001
H 0.84 3.73 -0.90  0.001
H 0.65 4.36 -3.13  0.000
C -4.55 -0.14 -0.33  0.001
N -3.98 0.91 0.51  0.000
C -2.67 1.24 0.46  0.001
N -2.24 2.21 1.31  0.001
O -1.90 0.71 -0.36  0.010
H -5.15 0.29 -1.13  0.000
H -5.17 -0.80 0.28  0.000
H -3.73 -0.70 -0.76  0.000
H -4.59 1.41 1.13  0.000
H -2.83 2.63 2.00  0.000
H -1.25 2.39 1.33  0.001
C -3.75 -4.45 -0.01  0.000
S -2.49 -5.23 -1.07  0.000
C -0.97 -4.81 -0.30  0.009
C -0.48 -3.57 -0.04  0.004
S -1.27 -2.07 -0.36  -0.014
S 1.13 -3.56 0.66  0.004
C 1.46 -5.27 0.59  0.000
S 2.87 -5.95 1.05  0.000
S 0.10 -6.17 0.00  0.002
H -4.66 -4.42 -0.61  0.000
H -3.44 -3.44 0.24  0.001
H -3.91 -5.05 0.88  0.000

Properties
ΔE to the lowest compared entry with this formula, charge and spin   12.0 kcal/mol
2S+1   3
HOMO level (spin up / spin down)   -6.9 / -6.9 eV
Kohn-Sham gap (spin up / spin down)   5.863 / 5.559 eV

A 2-piece molecular cluster, C20H17ClNO8S overall at a distorted geometry. Source: the OMol25 dataset; level of theory: ωB97M-V/def2-TZVPD.

Last column: natural (NBO) charge in e.
Cartesian coordinates (Å):
O -8.84 -1.00 0.64  -0.400
N -8.17 0.05 0.63  0.492
O -8.70 1.19 0.57  -0.403
C -6.74 -0.02 0.70  0.062
C -5.99 1.17 0.78  -0.197
C -4.65 1.11 1.13  -0.204
C -4.00 -0.12 1.35  -0.245
S -2.27 -0.14 1.94  2.122
C -1.01 -0.28 0.73  -0.923
Cl -1.05 0.83 -0.49  -0.033
O -2.12 1.15 2.57  -0.972
O -2.15 -1.37 2.70  -0.992
C -4.75 -1.31 1.21  -0.202
C -6.10 -1.27 0.85  -0.204
H -6.50 2.11 0.60  0.241
H -4.11 2.05 1.27  0.251
H -0.51 -1.23 0.60  0.209
H -4.29 -2.27 1.42  0.245
H -6.68 -2.18 0.71  0.239
C 4.56 -0.56 -3.30  -0.664
C 3.10 -0.97 -3.47  0.535
C 2.77 -1.36 -4.92  -0.627
O 2.81 -2.14 -2.67  -0.528
C 2.51 -2.01 -1.35  0.785
O 2.40 -3.00 -0.65  -0.587
C 2.32 -0.64 -0.81  -0.417
C 2.02 -0.50 0.53  0.056
C 2.56 0.50 1.43  -0.043
C 3.48 1.51 1.02  -0.148
C 3.94 2.48 1.92  -0.241
C 3.57 2.44 3.27  -0.183
C 2.78 1.37 3.72  -0.236
C 2.31 0.41 2.83  -0.144
C 2.24 0.48 -1.77  0.779
O 2.14 1.66 -1.48  -0.564
O 2.20 0.10 -3.10  -0.533
H 4.82 -0.40 -2.25  0.227
H 5.19 -1.36 -3.71  0.221
H 4.73 0.36 -3.88  0.226
H 1.75 -1.74 -4.97  0.236
H 2.86 -0.48 -5.57  0.221
H 3.46 -2.13 -5.25  0.216
H 1.52 -1.35 1.00  0.244
H 3.82 1.53 -0.01  0.225
H 4.59 3.27 1.56  0.209
H 3.90 3.22 3.96  0.209
H 2.53 1.30 4.78  0.214
H 1.75 -0.46 3.20  0.226

Properties
Charge   -1
ΔE to the lowest compared entry with this formula, charge and spin   4.9 kcal/mol
HOMO level   -3.4 eV
Kohn-Sham gap   4.644 eV